Record 1
208
Properties=species:S:1:pos:R:3 method="wB97M-V/def2-TZVPD" lumo_ev=-3.3 total_charge=+2
H 19.507 13.015 3.968
O 12.500 -4.266 14.106
H 1.644 14.920 3.933
S 14.261 3.888 19.001
O 11.872 13.634 12.537
H 6.123 12.259 19.308
H 0.316 12.304 6.342
H 1.339 0.128 8.911
C 3.726 14.439 18.831
H 1.643 11.141 17.084
H -1.368 3.494 9.591
N 14.792 -2.856 -1.555
H 15.428 -2.855 -4.228
O 19.037 3.565 8.024
O 11.874 4.893 20.710
H 13.512 10.119 1.819
C 18.008 12.292 17.324
C 16.579 -4.013 -2.766
H -3.172 4.690 11.550
H 13.467 9.538 3.618
F 19.307 2.082 12.230
O 11.325 -3.574 11.543
S 11.588 14.938 11.990
C 3.302 13.417 5.582
H -0.434 4.912 9.742
C 3.221 12.104 18.319
N 12.933 4.116 18.242
H 2.658 14.643 18.903
H 4.565 12.942 2.968
H 1.801 11.281 6.282
H 19.538 7.910 14.241
H 16.750 9.555 5.810
F 16.889 2.690 8.057
C 20.691 9.612 13.558
O 19.552 0.335 10.599
H 1.351 11.434 3.931
H 14.450 -0.930 0.585
H 15.973 -4.216 -0.548
H 21.244 10.438 14.006
C 16.194 -3.501 -1.340
H 0.582 12.899 4.021
N 2.795 13.069 4.161
H 7.648 11.521 17.570
H 2.369 12.359 18.948
C 14.909 8.672 2.583
H 16.674 -5.091 -2.633
H 5.082 9.124 3.396
F 14.712 2.795 17.894
H 1.722 4.967 10.441
H 17.575 -3.713 -3.095
F 9.660 3.629 8.339
H 19.040 12.515 5.553
H 2.618 1.052 9.759
H 5.377 10.311 2.201
O 18.616 1.078 7.983
H 16.899 9.592 2.107
H 4.184 14.115 19.765
S 19.451 1.829 10.649
H 18.984 11.781 13.488
C 1.427 12.378 4.472
C -1.158 3.932 11.706
F 8.017 15.526 11.845
H -1.553 2.934 11.898
O 20.645 2.660 10.386
O 15.363 4.805 18.834
N 0.770 3.149 9.941
C 13.826 -2.895 -0.338
H 14.733 7.802 3.217
N 16.106 10.406 3.908
C 13.395 -2.092 2.052
O 10.152 7.790 9.458
S 9.132 6.830 9.983
H 3.115 10.363 16.987
C 14.031 9.827 2.731
H 18.468 13.259 17.529
H 3.161 12.143 2.272
C 17.234 11.406 3.816
O 12.161 15.222 10.698
C 1.911 3.908 10.612
H 15.635 -0.851 -1.217
O 10.402 -4.638 15.342
C 7.823 12.452 18.110
H 16.268 9.429 13.896
H 15.222 -4.533 -4.427
H 8.534 12.346 18.929
C 15.427 -3.785 -3.661
H 2.347 13.441 7.615
H 20.526 11.910 4.873
C 1.355 12.241 6.019
C 16.357 9.180 2.958
C 2.979 12.229 15.864
O 13.244 6.546 19.542
H 13.938 -1.650 2.888
O 14.256 2.974 20.166
H 1.228 1.555 7.160
H 15.335 -2.349 1.229
H 3.572 10.769 4.660
S 18.419 2.398 8.621
C 14.374 -1.979 0.870
H 1.615 14.432 6.523
H 15.587 10.923 5.820
C 18.662 10.940 4.170
C 15.871 9.989 5.335
C 5.440 13.031 17.402
H 19.079 10.351 3.353
C 1.053 3.296 8.407
F 9.350 6.899 11.596
N 10.166 15.683 12.356
H 13.255 -3.151 2.270
H 14.831 8.283 1.568
C 1.669 1.117 9.228
C 14.787 11.042 3.355
C 17.188 8.869 13.723
H 17.371 8.606 12.682
N 9.355 5.343 10.044
H 12.422 -1.623 1.907
H 19.059 12.143 15.453
H 0.111 3.429 7.874
H 5.834 13.783 16.718
H 14.152 -4.676 -2.300
H 15.721 -1.390 -2.850
H 16.949 8.410 3.453
C -2.207 5.077 11.877
H 0.577 1.374 11.235
H 21.429 8.863 13.272
F 11.189 5.870 18.713
O 8.049 5.343 7.698
H -0.362 4.161 12.414
H 20.027 8.972 15.543
H 18.068 11.777 18.283
H 17.965 10.864 12.301
H 8.304 13.119 17.394
H -0.269 1.362 9.682
C 3.728 12.281 3.192
N 10.679 -2.504 13.964
C 4.593 9.938 2.860
S 10.267 -3.449 12.555
H 17.448 9.819 16.308
H 1.709 4.151 8.239
H 5.131 11.281 4.439
H 14.256 11.675 4.066
S 9.393 14.717 11.595
N 3.975 13.326 17.817
O 10.502 5.675 7.570
H 20.479 10.913 11.858
H 19.719 11.194 16.773
H 6.537 13.985 18.939
H 3.330 15.039 3.284
S 9.321 5.207 8.310
H -1.888 6.001 11.396
O 7.751 7.301 9.816
C 6.430 12.974 18.545
H 19.738 9.238 11.798
F 11.889 -2.862 15.868
C 0.654 1.653 10.184
C 19.491 12.150 4.630
S 12.494 5.307 19.448
H 15.144 11.759 2.617
O 9.331 -4.522 12.712
H 16.891 -2.758 -0.952
C 1.753 1.966 8.022
H 12.889 -2.618 -0.821
C 17.905 10.469 15.562
C 2.154 13.485 6.544
O 9.398 14.708 10.154
C 2.468 14.393 3.452
H 15.018 9.312 5.378
H 1.738 3.618 11.649
K 13.147 2.246 12.758
H 3.883 11.394 18.815
S 11.261 -3.722 14.601
C 4.250 11.030 3.847
H 17.045 11.055 15.241
C 18.789 11.513 16.301
H -2.252 5.395 12.918
C 18.716 10.803 13.088
H 18.736 10.233 4.996
H 17.279 11.872 2.832
F 9.269 -2.378 11.886
O 9.101 13.449 12.236
C 15.058 -1.365 -1.985
H 3.841 14.353 5.435
H 17.032 12.562 16.920
H 2.031 14.213 2.470
C -0.592 3.941 10.211
H 3.760 14.255 15.772
C 2.708 11.371 17.054
H 2.300 12.169 15.014
H 14.055 -0.947 -2.078
H 2.839 3.478 10.235
H 2.745 2.153 7.613
C 14.243 -3.679 -2.732
H 17.307 7.995 14.364
H 3.987 12.631 5.899
H 13.306 -3.269 -3.108
H 4.390 15.252 18.535
C 3.208 13.637 16.480
F 12.561 15.832 12.875
H 5.431 12.071 16.886
C 19.645 8.958 14.522
H 3.911 11.987 15.355
C 19.907 10.145 12.379
N 18.338 9.766 14.249
H 2.244 14.081 16.729
H 16.942 12.157 4.551
H 13.823 -3.920 0.032
H 3.829 9.404 2.296
N 18.061 2.471 10.312

---

Record 2
166
Properties=species:S:1:pos:R:3 method="wB97M-V/def2-TZVPD" lumo_ev=-3.3 total_charge=+2
C 1.760 2.686 1.956
H -4.744 1.638 -4.401
H 3.306 1.512 -5.394
H 2.249 -6.536 0.072
H 0.624 6.361 -1.077
H 0.359 4.724 -3.285
H -1.291 3.679 -7.441
C 5.136 2.965 0.663
C 0.882 -5.852 2.189
H 4.147 3.583 2.597
H -4.757 -1.251 -3.517
H 0.794 3.966 -0.854
C 0.816 -6.957 6.730
C 0.454 2.051 2.424
C -1.530 2.226 -5.091
H 0.563 7.236 -2.488
H -2.595 -2.820 4.966
H -6.632 1.324 -5.457
H 3.683 -3.802 -0.044
H -6.995 0.086 -4.298
H 3.374 0.452 -4.161
H 3.301 -5.847 1.329
C 2.613 -5.570 0.504
H -2.755 -0.120 5.377
H -0.007 1.759 0.315
C -4.053 0.014 2.317
H 0.114 4.105 -6.485
C 4.935 3.870 1.953
H -3.716 3.505 -3.373
H -1.222 1.035 1.262
H -0.945 -4.010 0.943
P -0.387 -5.053 3.230
H 5.319 5.772 4.109
H -1.805 0.670 -1.071
H -3.484 0.806 2.811
H -4.200 -0.867 2.896
H 0.585 1.125 2.904
C -0.408 2.055 -6.065
C 5.068 1.979 -2.471
H -2.575 -0.889 0.848
H -1.331 -5.255 -1.175
H -3.444 -0.705 -4.626
H -5.370 0.981 -2.987
H 1.633 3.672 1.526
C 4.456 2.372 -3.864
C 1.369 -4.997 1.016
C 6.159 4.173 2.774
P -3.056 1.408 -2.808
H 6.570 4.626 4.797
H -4.833 0.431 -0.566
H 3.028 -7.055 6.750
C -0.347 3.263 -7.032
H 3.663 4.422 -1.616
H -7.430 -0.135 -6.030
C 1.243 5.065 -2.699
C -0.592 -6.009 4.691
H -4.738 -0.289 -6.274
H -0.315 -3.452 5.893
H 3.144 0.905 -1.973
H 5.645 2.031 0.941
H 3.570 2.909 -3.600
H -2.319 -6.372 -0.268
H -1.899 4.695 -2.191
F 1.789 -1.914 -2.287
H -2.896 -3.381 -0.482
H 0.330 3.019 -7.841
H 1.495 2.967 -2.177
C -1.965 -3.988 1.293
C 0.763 -6.289 5.405
C 3.995 1.172 -4.678
H 0.107 -2.821 2.791
H -1.976 6.319 -0.643
H -1.301 -6.833 4.472
H 2.310 -7.314 8.371
H 4.432 4.755 1.612
C 1.509 3.924 -1.682
F -0.654 -1.266 -0.139
H -0.766 1.725 -3.207
H 1.799 1.268 0.266
H -3.929 4.909 -0.657
C -1.930 -5.079 2.344
H 1.346 -3.556 3.899
P 3.545 2.577 -0.220
P 0.592 -1.549 -1.252
H 5.951 1.373 -2.605
H 2.121 6.921 -1.771
C -2.810 0.322 -1.378
H 4.944 4.177 4.568
H -2.859 -5.237 3.035
F 0.858 0.027 -1.286
H -4.350 3.135 -1.691
H -0.016 2.686 3.194
H 2.273 2.736 2.906
H -1.165 -0.440 5.974
H 4.427 0.565 -0.904
H 4.335 -5.217 -0.848
H 5.564 2.864 -2.104
C -3.575 -0.537 0.923
C -2.014 5.593 0.226
H -1.348 0.288 -4.073
H -3.051 -5.440 -1.670
C 2.829 4.088 -0.867
H -1.535 3.242 -4.715
H 1.555 -3.975 1.230
C 1.162 6.459 -2.034
H 5.823 3.547 0.081
H -1.512 3.217 -1.312
C -2.900 4.477 -0.356
H 2.338 -5.689 7.695
H 2.876 -4.453 -1.457
C -4.432 -0.506 -4.241
H 1.461 -6.765 4.632
H -1.311 -5.435 5.358
H 2.007 5.061 -3.502
H -1.113 2.761 1.144
C -3.443 3.157 -2.358
C 3.404 -4.733 -0.535
H -3.831 -4.504 0.481
H 4.732 0.610 -5.292
H 0.543 -6.869 1.966
H -1.747 -6.055 1.819
H 1.777 -5.951 2.796
H 0.614 -8.010 6.513
H -2.460 2.222 -5.680
H -2.536 -1.242 6.644
C -4.531 0.929 -3.626
H 6.741 3.231 2.926
H -2.591 6.012 1.040
H 6.884 4.875 2.301
C -0.315 -2.727 5.044
H -0.587 1.165 -6.651
C -2.350 -5.371 -0.823
C 0.283 -3.402 3.732
C -2.356 3.874 -1.613
C 2.245 -6.777 7.423
H 0.071 -6.594 7.468
H -2.101 -2.971 1.677
C -6.702 0.214 -5.348
F 0.193 -3.113 -1.298
C -1.537 1.352 -3.842
F -0.435 -1.289 -2.537
C -3.799 0.549 -0.204
H 0.545 -2.006 5.264
C -0.561 1.877 1.223
H 0.620 -4.911 0.244
C -2.094 -0.881 5.747
H -4.983 0.597 2.266
H 0.517 1.953 -5.642
H 1.161 -5.229 5.525
F 1.604 -1.790 0.022
H 3.081 1.120 1.482
C 2.430 1.850 0.930
C -5.356 -0.603 -5.477
H -3.085 3.713 0.381
C -1.760 -2.103 4.833
H -4.237 -1.330 0.592
C -2.817 -4.281 0.103
H 2.658 4.858 -0.100
H -1.027 5.283 0.555
H -5.649 -1.620 -5.818
C 4.043 1.374 -1.529
C 5.747 4.750 4.135
H -1.820 -1.852 3.695
H -3.598 1.545 0.150
H 5.227 3.035 -4.316
H -2.722 -0.715 -1.736

---

Let's list total energy in order: -9579.97949; -3857.99067 Eh.
Let's list max |F| in order: 0.235; 0.062 hartree/bohr.
Let's list energy above the lowest of the compared OMol25 structures with the same formula, charge and spin in order: 178.93; 89.59 kcal/mol.